1.
Molecular formula: C7H10INO2
Method: DFT, ωB97M-V/def2-TZVPD

```
! wB97M-V def2-TZVPD RIJCOSX def2/J DEFGRID3
* xyz 0 1
C 1.650 -2.088 -0.723
C 0.566 -2.656 -0.038
C 1.277 -0.773 -0.953
C -0.376 -1.684 0.147
C -1.900 0.868 0.030
C 0.529 1.739 0.313
C -0.456 0.813 -0.472
N 0.081 -0.496 -0.469
O 2.055 0.198 -1.479
O -1.451 -1.711 1.026
I -0.507 1.550 -2.607
H 2.314 -2.695 -1.215
H 0.417 -3.641 0.438
H -2.538 0.346 -0.612
H -2.083 1.865 0.055
H -1.791 0.429 0.989
H 1.595 1.879 0.009
H 0.563 1.376 1.318
H 0.095 2.742 0.041
H 2.631 -0.217 -2.184
H -0.981 -1.791 1.851
*
```

Computed properties:
* E_tot: -21104.887 eV
* max |F|: 3.71 eV/A
* HOMO-LUMO gap: 0.29735 hartree
* structure (SMILES): CC(C)(I)n1c(O)ccc1O

---

2.
Molecular formula: C26H49N2O4
Method: DFT, ωB97M-V/def2-TZVPD

```
! wB97M-V def2-TZVPD RIJCOSX def2/J DEFGRID3
* xyz 1 1
C 6.849 -1.573 0.966
O 6.411 -1.094 -0.289
C 6.727 0.254 -0.556
C 6.216 1.246 0.476
C 6.433 2.700 0.022
C 5.154 3.544 0.095
C 4.455 3.504 1.467
C 3.102 2.781 1.491
C 2.631 2.349 2.885
C 1.713 1.121 2.932
C 2.332 -0.199 2.459
C 1.337 -1.377 2.470
C 1.048 -2.001 1.102
C 0.165 -1.077 0.269
N 0.088 -1.476 -1.195
C -1.297 -1.927 -1.578
C -2.248 -0.745 -1.626
O -1.778 0.286 -2.475
C -0.485 0.727 -2.124
C 0.516 -0.416 -2.182
C 1.972 0.017 -2.011
C 2.863 -1.141 -1.655
O 2.602 -2.248 -2.032
H 6.211 -1.238 1.793
H 7.883 -1.264 1.171
H 6.820 -2.662 0.906
H 6.254 0.476 -1.522
H 7.812 0.365 -0.698
H 6.695 1.056 1.443
H 5.145 1.055 0.622
H 7.219 3.177 0.614
H 6.795 2.699 -1.015
H 5.379 4.578 -0.182
H 4.458 3.173 -0.677
H 5.110 3.012 2.196
H 4.321 4.532 1.820
H 2.343 3.441 1.050
H 3.168 1.905 0.831
H 3.499 2.161 3.533
H 2.093 3.189 3.339
H 1.402 0.965 3.973
H 0.785 1.333 2.377
H 2.776 -0.086 1.459
H 3.173 -0.430 3.125
H 0.388 -1.023 2.895
H 1.671 -2.179 3.131
H 0.551 -2.970 1.230
H 1.985 -2.201 0.571
H 0.517 -0.044 0.316
H -0.863 -1.099 0.637
H 0.722 -2.272 -1.318
H -1.224 -2.424 -2.548
H -1.619 -2.650 -0.825
H -3.189 -1.102 -2.049
H -2.482 -0.363 -0.624
H -0.499 1.192 -1.126
H -0.192 1.495 -2.845
H 0.386 -0.901 -3.155
H 2.113 0.864 -1.333
H 2.300 0.352 -3.006
H 3.747 -0.943 -1.038
C -5.187 0.334 1.814
C -5.424 -0.482 0.570
O -4.611 -1.294 0.179
C -6.718 -0.242 -0.157
H -4.230 0.076 2.260
H -5.214 1.398 1.573
H -5.987 0.153 2.534
H -6.785 0.803 -0.466
H -7.564 -0.441 0.503
H -6.786 -0.885 -1.031
N -9.434 -2.618 -2.030
C -9.346 -1.626 -2.970
C -10.441 -0.817 -2.828
C -11.222 -1.343 -1.761
C -10.575 -2.455 -1.292
H -8.770 -3.359 -1.907
H -8.519 -1.582 -3.657
H -10.664 0.051 -3.425
H -12.155 -0.955 -1.390
H -10.832 -3.141 -0.503
*
```

Computed properties:
* E_tot: -38919.983 eV
* max |F|: 0.87 eV/A
* HOMO-LUMO gap: 0.26999 hartree

---

3.
Molecular formula: C15H15F3NO
Method: DFT, ωB97M-V/def2-TZVPD

```
! wB97M-V def2-TZVPD RIJCOSX def2/J DEFGRID3
* xyz -1 1
F -1.475 2.370 -1.594
C -0.202 2.475 -1.175
F 0.636 2.395 -2.223
F -0.024 3.641 -0.532
C 0.096 1.337 -0.215
C 1.380 0.833 -0.107
C 1.652 -0.189 0.767
C 0.641 -0.739 1.572
C 0.920 -1.797 2.479
C 0.025 -2.369 3.267
N -0.782 -2.899 3.966
C -0.650 -0.205 1.452
C -0.915 0.816 0.574
H 2.154 1.260 -0.725
H 2.650 -0.579 0.849
H 1.928 -2.172 2.538
H -1.430 -0.610 2.074
H -1.906 1.232 0.480
C 4.177 0.562 7.662
C 2.944 -0.300 8.006
C 2.298 -0.902 6.739
C 2.040 0.160 5.705
O 0.970 0.286 5.170
C 3.201 1.048 5.354
C 3.844 1.651 6.620
H 4.598 1.015 8.571
H 4.974 -0.082 7.272
H 3.215 -1.095 8.714
H 2.206 0.316 8.534
H 2.944 -1.672 6.307
H 1.349 -1.399 6.973
H 3.935 0.469 4.784
H 2.844 1.835 4.679
H 3.158 2.381 7.065
H 4.744 2.223 6.357
*
```

Computed properties:
* E_tot: -27489.767 eV
* max |F|: 5.84 eV/A
* HOMO-LUMO gap: 0.19492 hartree

---

4.
Molecular formula: C5H26NO8
Method: DFT, ωB97M-V/def2-TZVPD

```
! wB97M-V def2-TZVPD RIJCOSX def2/J DEFGRID3
* xyz -1 1
C -1.386 2.106 -1.164
C 0.139 2.047 -0.881
C 0.613 2.823 0.363
C 0.952 2.257 -2.164
N -2.292 1.654 -0.095
C -2.516 0.144 -0.205
O -1.376 -0.390 0.332
H -1.600 3.197 -1.411
H -1.621 1.380 -1.981
H 0.401 0.952 -0.624
H -0.180 3.118 1.113
H 1.013 3.831 0.184
H 1.324 2.206 0.891
H 1.970 2.653 -2.092
H 1.070 1.276 -2.722
H 0.452 3.008 -2.841
H -2.234 2.038 0.806
H -3.498 -0.121 0.383
H -2.683 -0.171 -1.224
H 0.715 -3.321 -1.836
H 1.697 -3.848 -0.872
O 1.464 -3.969 -1.797
H 3.188 0.504 2.106
H 1.910 -0.119 2.469
O 2.775 0.025 2.882
H 0.126 -1.321 1.197
H 0.596 -1.161 2.677
O 0.696 -1.769 1.829
H -0.842 -1.353 -0.535
H -1.317 -2.763 -1.120
O -0.648 -2.107 -1.297
H 2.468 -2.248 -1.419
H 1.740 -1.265 -0.649
O 2.377 -1.269 -1.386
H -0.770 -0.195 2.014
H -0.506 1.229 1.950
O -0.412 0.486 2.575
H -0.669 -3.666 1.558
H -1.539 -2.456 1.475
O -1.595 -3.422 1.510
*
```

Computed properties:
* E_tot: -23477.622 eV
* max |F|: 4.15 eV/A
* HOMO-LUMO gap: 0.29818 hartree

---

5.
Molecular formula: C7H27O6
Method: DFT, ωB97M-V/def2-TZVPD

```
! wB97M-V def2-TZVPD RIJCOSX def2/J DEFGRID3
* xyz 1 1
O -54.195 25.904 18.840
H -54.892 25.980 19.301
H -53.992 25.743 17.796
H -53.620 25.133 19.198
C -52.840 24.961 21.716
O -53.017 24.089 20.576
H -53.809 25.496 22.024
H -51.876 25.747 21.501
H -52.704 24.400 22.616
H -52.624 23.115 20.542
C -56.182 22.894 20.023
O -55.928 23.494 18.781
H -55.953 23.728 20.919
H -55.573 22.116 20.268
H -57.305 22.863 20.000
H -56.087 22.897 17.954
C -50.526 24.689 18.400
O -51.626 24.875 17.467
H -50.802 25.146 19.425
H -49.642 25.202 17.996
H -50.294 23.512 18.530
H -51.403 24.037 16.864
C -54.993 24.920 15.633
O -54.543 26.207 16.032
H -54.178 24.363 15.311
H -55.492 24.825 14.663
H -55.634 24.474 16.399
H -54.626 26.737 15.311
C -57.703 26.983 18.261
C -57.813 26.995 19.828
C -58.879 25.986 20.343
O -56.385 26.634 20.300
H -58.574 27.664 18.061
H -57.400 25.994 17.809
H -56.901 27.749 17.937
H -58.037 27.884 20.296
H -58.593 25.009 20.140
H -59.796 26.334 20.058
H -58.684 26.055 21.493
H -56.311 26.463 21.201
*
```

Computed properties:
* E_tot: -19969.074 eV
* max |F|: 15.19 eV/A
* HOMO-LUMO gap: 0.40718 hartree

---

6.
Molecular formula: C2H2F3NO
Method: DFT, ωB97M-V/def2-TZVPD

```
! wB97M-V def2-TZVPD RIJCOSX def2/J DEFGRID3
* xyz 0 1
C -0.453 -0.892 0.706
C 0.030 -2.830 -1.096
N -0.809 0.205 1.138
O -0.790 -1.208 -0.552
F 1.323 -2.748 -0.758
F -0.618 -3.712 -0.339
F -0.207 -2.913 -2.364
H 0.381 -1.521 1.173
H -0.695 0.444 2.184
*
```

Computed properties:
* E_tot: -13794.014 eV
* max |F|: 4.79 eV/A
* HOMO-LUMO gap: 0.36341 hartree

---

7.
Molecular formula: CH5O4P
Method: DFT, ωB97M-V/def2-TZVPD

```
! wB97M-V def2-TZVPD RIJCOSX def2/J DEFGRID3
* xyz 0 3
C -1.160 -0.864 0.982
O 2.215 -0.614 -0.931
O 1.062 1.387 -1.825
O -0.362 -0.076 0.141
O -0.923 1.253 0.366
P 0.949 -0.052 -1.774
H -0.721 -1.833 1.267
H -2.109 -0.969 0.525
H -1.329 -0.252 1.920
H 2.677 0.136 -0.411
H -0.299 1.884 -0.260
*
```

Computed properties:
* E_tot: -18590.463 eV
* max |F|: 12.94 eV/A
* HOMO-LUMO gap (spin up / spin down): 0.26591 / 0.30182 hartree

---

8.
Molecular formula: C34H29GdN8Se
Method: DFT, ωB97M-V/def2-TZVPD

```
! wB97M-V def2-TZVPD RIJCOSX def2/J DEFGRID3
* xyz 2 8
Gd -0.345 -0.847 0.630
N 3.652 1.665 1.161
C 2.489 1.177 0.797
N 1.986 0.010 1.188
C 2.612 -0.692 2.190
N 2.124 -1.736 2.714
N 0.891 -2.126 2.280
C 0.531 -3.323 2.625
C -0.747 -3.839 2.132
C -1.393 -4.993 2.539
C -2.570 -5.379 1.818
C -3.081 -4.532 0.793
C -2.388 -3.359 0.568
N -1.293 -3.017 1.215
C 3.940 -0.201 2.661
C 4.675 -0.881 3.622
C 5.908 -0.362 3.997
C 6.435 0.759 3.434
C 5.689 1.408 2.428
C 4.413 0.997 2.155
H 3.968 2.519 0.770
H 1.850 1.700 0.082
H 1.201 -3.957 3.209
H -0.998 -5.585 3.307
H -3.153 -6.267 2.100
H -4.042 -4.694 0.276
H -2.721 -2.721 -0.252
H 4.333 -1.800 4.050
H 6.380 -0.812 4.834
H 7.429 1.077 3.675
H 6.030 2.268 1.898
C -1.506 4.760 1.602
N -2.375 4.012 0.724
C -2.515 2.660 0.789
Se -1.769 1.458 1.994
N -3.370 2.334 -0.237
C -3.723 3.447 -0.976
C -4.501 3.614 -2.068
C -4.751 4.942 -2.479
C -4.151 6.005 -1.814
C -3.353 5.826 -0.701
C -3.165 4.536 -0.318
H -0.486 4.687 1.283
H -1.562 4.413 2.635
H -1.842 5.803 1.586
H -3.762 1.395 -0.373
H -4.997 2.809 -2.526
H -5.368 5.124 -3.383
H -4.437 6.972 -2.125
H -2.976 6.602 -0.133
C -3.273 -0.087 -3.124
C -2.477 0.916 -2.638
C -1.242 0.633 -2.062
C -0.764 -0.701 -2.161
C -1.543 -1.675 -2.717
C -2.768 -1.407 -3.252
N 0.457 -0.957 -1.452
C 1.453 -1.774 -1.931
C 2.209 -2.576 -0.994
C 3.299 -3.280 -1.408
C 3.707 -3.290 -2.758
C 2.949 -2.592 -3.707
C 1.810 -1.867 -3.264
H -4.257 0.073 -3.542
H -2.797 1.946 -2.759
H -0.515 1.434 -1.802
H -1.034 -2.630 -2.738
H -3.326 -2.171 -3.783
H 1.927 -2.406 0.074
H 3.949 -3.889 -0.687
H 4.599 -3.806 -3.036
H 3.225 -2.462 -4.723
H 1.218 -1.287 -3.910
*
```

Computed properties:
* E_tot: -133818.558 eV
* max |F|: 3.19 eV/A
* HOMO-LUMO gap (spin up / spin down): 0.19447 / 0.21897 hartree

---

9.
Molecular formula: C23H24ClGdN3OP
Method: DFT, ωB97M-V/def2-TZVPD

```
! wB97M-V def2-TZVPD RIJCOSX def2/J DEFGRID3
* xyz 2 8
Gd 1.376 -0.689 1.633
Cl 3.411 0.641 1.667
P -0.174 -0.014 -1.143
C -0.891 1.538 -1.848
C -2.082 1.576 -2.598
C -2.523 2.780 -3.147
C -1.825 3.962 -2.909
C -0.674 3.946 -2.115
C -0.201 2.745 -1.583
C 1.410 -0.184 -2.088
C 2.087 -1.415 -1.937
C 3.402 -1.547 -2.383
C 4.019 -0.497 -3.074
C 3.296 0.666 -3.353
C 1.987 0.819 -2.885
C -1.193 -1.245 -2.021
C -1.862 -2.196 -1.224
C -2.589 -3.223 -1.825
C -2.715 -3.280 -3.221
C -2.059 -2.331 -4.015
C -1.281 -1.330 -3.421
H 1.588 -2.281 -1.482
H 3.953 -2.464 -2.174
H 5.054 -0.587 -3.392
H 3.765 1.465 -3.923
H 1.414 1.702 -3.163
H -2.653 0.664 -2.785
H -3.428 2.788 -3.748
H -2.194 4.897 -3.321
H -0.140 4.869 -1.901
H 0.722 2.735 -0.989
H -1.783 -2.153 -0.134
H -3.054 -3.993 -1.201
H -3.302 -4.072 -3.698
H -2.139 -2.379 -5.103
H -0.738 -0.626 -4.054
H -3.070 1.480 1.483
H -3.386 0.825 1.388
C 1.322 -2.489 5.937
N 0.771 -1.213 5.462
C 0.620 -0.123 6.276
C 0.184 1.048 5.748
C 0.038 1.196 4.362
N 0.458 0.187 3.548
C 0.696 -1.045 4.145
O 1.005 -2.031 3.343
N -0.428 2.318 3.761
H 1.480 -2.394 7.006
H 2.280 -2.674 5.448
H 0.634 -3.312 5.737
H 0.904 -0.290 7.316
H 0.041 1.872 6.426
H -0.748 3.064 4.356
H -0.784 2.294 2.815
*
```

Computed properties:
* E_tot: -73391.539 eV
* max |F|: 2.77 eV/A
* HOMO-LUMO gap (spin up / spin down): 0.17967 / 0.25849 hartree

---

10.
Molecular formula: C16H19N5O2PdS
Method: DFT, ωB97M-V/def2-TZVPD

```
! wB97M-V def2-TZVPD RIJCOSX def2/J DEFGRID3
* xyz 0 1
Pd 0.030 -0.061 -0.072
C -3.345 -2.505 -0.820
C -2.079 -2.000 -0.164
O -1.365 -1.216 -0.918
C -1.789 -2.423 1.107
C -0.682 -2.028 1.923
C -0.534 -2.613 3.298
N 0.196 -1.172 1.512
N 1.283 -0.836 2.335
C 1.785 0.291 1.945
O 1.303 1.041 0.988
C 2.988 0.812 2.651
C 3.280 0.426 3.956
C 4.369 0.974 4.615
C 5.178 1.903 3.973
C 4.900 2.275 2.666
C 3.803 1.736 2.009
H -3.497 -1.998 -1.771
H -4.205 -2.332 -0.173
H -3.278 -3.577 -1.011
H -2.491 -3.113 1.554
H -1.321 -3.338 3.493
H -0.574 -1.816 4.040
H 0.440 -3.089 3.401
H 2.642 -0.301 4.440
H 4.583 0.682 5.635
H 6.021 2.338 4.495
H 5.534 2.992 2.160
H 3.563 2.023 0.994
C 2.285 2.579 -5.236
C 2.058 3.254 -3.880
C 0.964 2.591 -3.107
N 1.149 1.680 -2.226
N -0.025 1.188 -1.717
C -1.096 1.728 -2.236
N -2.346 1.376 -1.862
S -0.726 2.937 -3.403
H 3.054 3.108 -5.799
H 1.372 2.577 -5.832
H 2.605 1.547 -5.096
H 1.816 4.309 -4.021
H 2.958 3.189 -3.269
H -2.390 0.474 -1.395
H -3.111 1.611 -2.468
*
```

Computed properties:
* E_tot: -42761.165 eV
* max |F|: 0.76 eV/A
* HOMO-LUMO gap: 0.27910 hartree

---

11.
Molecular formula: C24H26N6O2PdS2
Method: DFT, ωB97M-V/def2-TZVPD

```
! wB97M-V def2-TZVPD RIJCOSX def2/J DEFGRID3
* xyz 2 1
Pd 1.027 0.179 1.048
N 3.217 1.518 -1.156
C 3.776 0.767 -0.217
N 5.091 0.607 -0.266
C 5.649 -0.166 0.658
N 6.965 -0.306 0.667
N 4.951 -0.857 1.607
C 3.671 -0.672 1.572
N 2.995 0.155 0.732
C 2.812 -1.480 2.465
C 3.327 -2.343 3.405
C 2.448 -3.081 4.184
C 1.089 -2.924 3.987
C 0.636 -2.038 3.024
N 1.483 -1.330 2.272
H 3.839 1.953 -1.816
H 2.275 1.854 -1.042
H 7.524 0.179 -0.015
H 7.403 -0.893 1.356
H 4.400 -2.421 3.507
H 2.822 -3.767 4.932
H 0.368 -3.476 4.572
H -0.412 -1.878 2.843
O -0.992 -0.346 1.491
S -2.426 -0.716 1.072
C -3.297 0.647 0.276
C -3.660 1.837 1.180
C -2.867 3.068 0.743
C -1.402 2.796 1.066
S -0.151 3.116 -0.179
O 0.937 2.102 0.249
C -0.848 2.490 -1.680
C -0.792 1.138 -1.995
C -1.344 0.701 -3.188
C -1.944 1.613 -4.050
C -1.984 2.963 -3.731
C -1.423 3.414 -2.544
C -2.268 -1.790 -0.345
C -3.426 -2.304 -0.920
C -3.315 -3.160 -2.003
C -2.063 -3.508 -2.494
C -0.916 -3.014 -1.891
C -1.013 -2.155 -0.804
H -4.194 0.137 -0.082
H -2.726 0.939 -0.605
H -3.450 1.620 2.231
H -4.731 2.021 1.115
H -3.214 3.972 1.238
H -3.022 3.215 -0.328
H -1.239 1.736 1.251
H -1.052 3.328 1.952
H -0.334 0.421 -1.326
H -1.305 -0.351 -3.441
H -2.372 1.270 -4.982
H -2.437 3.670 -4.412
H -1.427 4.470 -2.300
H -4.406 -2.064 -0.526
H -4.210 -3.565 -2.455
H -1.984 -4.183 -3.336
H 0.059 -3.308 -2.255
H -0.116 -1.801 -0.312
*
```

Computed properties:
* E_tot: -63483.522 eV
* max |F|: 0.73 eV/A
* HOMO-LUMO gap: 0.30314 hartree

---

12.
Molecular formula: C7H4F2O
Method: DFT, ωB97M-V/def2-TZVPD

```
! wB97M-V def2-TZVPD RIJCOSX def2/J DEFGRID3
* xyz 0 1
C 0.712 1.612 -0.147
C -0.421 1.562 -0.560
C 1.964 1.194 0.264
C 1.395 -0.684 0.163
C 0.154 -1.209 0.179
C -1.449 0.549 -0.605
C -1.167 -0.461 0.527
O 3.058 1.456 0.551
F 2.462 -1.385 -0.425
F 0.051 -2.574 -0.053
H -2.528 1.041 -0.485
H -1.449 0.104 -1.550
H -1.744 -1.385 0.670
H -1.039 0.181 1.473
*
```

Computed properties:
* E_tot: -14800.239 eV
* max |F|: 4.44 eV/A
* HOMO-LUMO gap: 0.32825 hartree

---

What is the max |F| in the fourth record? 4.15 eV/A